The following is a DFT calculation (ωB97M-V/def2-TZVPD) of C3H6FN3 in the gas phase in a non-equilibrium geometry.

* LUMO level: 0.75 eV
* SMILES: NN/C=N\C=C\F
* gap between HOMO and LUMO: 9.402 eV
* total energy: -10392.0510 eV
* largest force on an atom: 0.105 Eh/bohr
* HOMO energy: -8.652 eV

Bonds (Å) are listed after each position.
Positions of all 13 atoms, in Å:
1 N -1.838 0.319 0.730  N2 1.409, H8 1.207, H9 0.968
2 N -1.727 0.258 -0.673  N1 1.409, C3 1.413, H10 1.022
3 C -0.516 0.165 -1.394  N2 1.413, N4 1.290, H11 1.153
4 N 0.730 0.059 -1.077  C3 1.290, C5 1.458
5 C 1.120 -0.380 0.257  N4 1.458, C6 1.274, H12 1.025
6 C 2.312 -0.257 0.692  C5 1.274, F7 1.381, H13 1.169
7 F 2.845 -1.090 1.656  C6 1.381
8 H -2.323 -0.646 1.271  N1 1.207
9 H -1.029 0.741 1.049  N1 0.968
10 H -2.381 1.000 -0.931  N2 1.022
11 H -0.666 0.226 -2.535  C3 1.153
12 H 0.387 -0.803 0.835  C5 1.025
13 H 3.085 0.408 0.121  C6 1.169

The following is a DFT calculation (ωB97M-V/def2-TZVPD) of C3H6FN3 in the gas phase in a non-equilibrium geometry.

* LUMO level: 0.70 eV
* SMILES: [H]/N=C\N(N)/C=C/F
* gap between HOMO and LUMO: 9.256 eV
* total energy: -10393.9768 eV
* largest force on an atom: 0.023 Eh/bohr
* HOMO energy: -8.559 eV

Bonds (Å) are listed after each position.
Positions of all 13 atoms, in Å:
1 H -0.144 -2.496 1.230  N2 1.034
2 N -0.318 -1.821 1.994  H1 1.034, C3 1.264
3 C -0.341 -0.642 1.538  N2 1.264, N4 1.385, H9 1.113
4 N -0.186 -0.240 0.221  C3 1.385, N5 1.420, C6 1.399
5 N 0.374 -1.213 -0.648  N4 1.420, H10 1.011, H11 1.019
6 C -0.258 1.124 -0.083  N4 1.399, C7 1.328, H12 1.095
7 C 0.130 1.631 -1.248  C6 1.328, F8 1.345, H13 1.116
8 F -0.017 2.931 -1.559  C7 1.345
9 H -0.455 0.247 2.198  C3 1.113
10 H 1.357 -1.041 -0.805  N5 1.011
11 H -0.114 -1.220 -1.543  N5 1.019
12 H -0.639 1.707 0.762  C6 1.095
13 H 0.613 1.034 -2.057  C7 1.116